(1)
The following is a DFT calculation (ωB97M-V/def2-TZVPD) of an isolated ion of composition C4H7N4O and charge +1.

Its net charge is +1. The molar mass is 127.1 g mol⁻¹. As for the HOMO energy: -0.5347 hartree. As for the SMILES: C[C@H]1N=NNC(=[NH2+])C1=O. The LUMO energy is -6.1 eV. The frontier orbital gap is 0.3099 Ha.

Each line ends with the natural charge from an NBO analysis.
Atoms and positions in Å:
1 C 2.45 0.10 0.12  -0.607
2 C 0.93 0.35 0.25  -0.239
3 N 0.47 1.70 -0.13  -0.052
4 N -0.72 1.96 -0.18  0.015
5 N -1.66 0.97 -0.12  -0.367
6 C -1.40 -0.32 0.04  0.418
7 N -2.23 -1.29 -0.07  -0.644
8 C -0.07 -0.72 0.04  0.433
9 O 0.42 -1.80 -0.33  -0.416
10 H 2.92 0.63 0.86  0.226
11 H 2.76 0.54 -0.92  0.252
12 H 2.73 -1.07 0.11  0.277
13 H 1.06 0.98 1.19  0.353
14 H -2.64 1.30 -0.36  0.450
15 H -1.87 -2.26 -0.12  0.472
16 H -3.16 -1.06 -0.40  0.429

(2)
The following is a DFT calculation (ωB97M-V/def2-TZVPD) of C30H26AsAuN2O2S as an isolated structure.

The molar mass is 750.5 g mol⁻¹. As for the HOMO energy: -0.2846 hartree. The LUMO energy is -1.8 eV. The frontier orbital gap is 0.2199 Ha.

Each line ends with the natural charge from an NBO analysis.
Atoms and positions in Å:
1 Au 1.04 1.25 -1.72  1.301
2 C -1.72 0.31 -5.01  -0.670
3 C -1.18 0.96 -3.75  0.512
4 O 0.05 0.73 -3.54  -0.667
5 C -2.05 1.71 -2.98  -0.482
6 C -1.81 2.36 -1.76  0.319
7 C -2.92 3.12 -1.10  -0.655
8 N -0.65 2.35 -1.15  -0.397
9 N -0.52 3.01 0.03  -0.402
10 C 0.65 2.87 0.58  0.527
11 O 1.64 2.20 0.09  -0.689
12 C 0.86 3.54 1.89  -0.041
13 C -0.14 4.31 2.48  -0.184
14 C 0.09 4.92 3.70  -0.223
15 C 1.32 4.77 4.34  -0.201
16 C 2.32 4.00 3.75  -0.221
17 C 2.09 3.39 2.53  -0.190
18 H -1.32 -0.69 -5.10  0.234
19 H -1.38 0.89 -5.87  0.235
20 H -2.81 0.28 -5.01  0.220
21 H -3.06 1.80 -3.36  0.219
22 H -3.82 3.12 -1.72  0.219
23 H -2.60 4.14 -0.91  0.247
24 H -3.14 2.67 -0.13  0.242
25 H -1.09 4.42 1.97  0.230
26 H -0.68 5.52 4.17  0.213
27 H 1.50 5.25 5.29  0.212
28 H 3.27 3.88 4.25  0.214
29 H 2.85 2.78 2.05  0.235
30 S 3.04 0.07 -2.12  -0.131
31 C 2.79 -1.63 -1.77  -0.169
32 C 3.92 -2.42 -2.01  -0.226
33 C 3.90 -3.79 -1.83  -0.190
34 C 2.74 -4.41 -1.39  -0.252
35 C 1.62 -3.64 -1.13  -0.135
36 C 1.62 -2.25 -1.30  -0.399
37 As -0.02 -1.25 -0.93  0.828
38 C 0.32 -0.67 0.89  -0.243
39 C 1.56 -0.77 1.52  -0.244
40 C 1.72 -0.33 2.82  -0.209
41 C 0.65 0.22 3.51  -0.210
42 C -0.58 0.34 2.89  -0.203
43 C -0.74 -0.10 1.59  -0.264
44 C -1.25 -2.71 -0.46  -0.217
45 C -2.14 -3.14 -1.44  -0.253
46 C -3.02 -4.18 -1.18  -0.201
47 C -3.02 -4.79 0.07  -0.208
48 C -2.15 -4.34 1.06  -0.209
49 C -1.27 -3.31 0.79  -0.252
50 H 4.82 -1.92 -2.36  0.219
51 H 4.79 -4.37 -2.04  0.216
52 H 2.71 -5.48 -1.24  0.214
53 H 0.73 -4.13 -0.78  0.209
54 H 2.40 -1.20 0.99  0.226
55 H 2.69 -0.41 3.30  0.215
56 H 0.78 0.57 4.53  0.216
57 H -1.42 0.77 3.43  0.216
58 H -1.71 -0.02 1.10  0.214
59 H -2.13 -2.66 -2.41  0.214
60 H -3.70 -4.52 -1.95  0.214
61 H -3.70 -5.60 0.27  0.215
62 H -2.16 -4.81 2.03  0.216
63 H -0.59 -2.96 1.56  0.227

(3)
The following is a DFT calculation (ωB97M-V/def2-TZVPD) of C4H7NO as an isolated structure.

The molar mass is 85.1 g mol⁻¹. As for the HOMO energy: -0.2635 hartree. The LUMO energy is 0.4 eV. The frontier orbital gap is 0.2792 Ha.

Each line ends with the natural charge from an NBO analysis.
Atoms and positions in Å:
1 N 1.10 0.67 0.40  -0.705
2 C 1.14 -0.49 -0.62  0.545
3 O 2.25 -0.83 -1.04  -0.675
4 C -0.15 -0.89 -0.83  -0.502
5 C -1.28 -0.01 -0.40  -0.482
6 C -0.71 0.40 0.91  -0.072
7 H 1.65 0.39 1.21  0.399
8 H 1.67 1.45 -0.01  0.412
9 H -0.32 -1.86 -1.25  0.221
10 H -1.52 0.85 -1.04  0.203
11 H -2.20 -0.62 -0.32  0.245
12 H -0.76 -0.43 1.64  0.220
13 H -0.85 1.37 1.35  0.193

(4)
The following is a DFT calculation (ωB97M-V/def2-TZVPD) of a 2-piece molecular cluster, C2H2OS2 overall.

Its spin multiplicity is 3. The molar mass is 106.2 g mol⁻¹. As for the HOMO energy (alpha / beta): -0.2609 / -0.3886 hartree. The LUMO energy (alpha / beta) is 0.7 / -2.3 eV. The frontier orbital gap (alpha / beta) is 0.2859 / 0.3056 Ha.

Each line ends with the natural charge from an NBO analysis.
Atoms and positions in Å:
1 C -0.04 0.32 2.12  0.412
2 C 0.19 -0.22 -1.69  -0.827
3 O 0.70 1.15 1.80  -0.453
4 S -1.09 0.36 -0.90  0.350
5 S -1.04 -0.76 2.59  0.042
6 H 0.23 -0.23 -2.77  0.239
7 H 1.05 -0.62 -1.16  0.237

(5)
The following is a DFT calculation (ωB97M-V/def2-TZVPD) of an isolated ion of composition C6H11IN and charge +1.

Its net charge is +1. The molar mass is 224.1 g mol⁻¹. As for the HOMO energy: -0.4779 hartree. As for the SMILES: C=C[C@](C)(I)[N+](=C)C. The LUMO energy is -5.5 eV. The frontier orbital gap is 0.2771 Ha.

Each line ends with the natural charge from an NBO analysis.
Atoms and positions in Å:
1 C -0.26 2.04 1.59  -0.351
2 C -0.20 1.65 0.31  -0.280
3 C -0.56 0.19 -0.20  0.158
4 C -0.43 0.09 -1.72  -0.650
5 I -2.97 0.23 0.25  0.075
6 N -0.07 -0.83 0.60  -0.322
7 C 0.99 -0.68 1.33  0.120
8 C -0.48 -2.26 0.43  -0.424
9 H -0.18 3.07 1.98  0.254
10 H -0.69 1.34 2.34  0.202
11 H 0.23 2.38 -0.50  0.254
12 H -1.15 -0.50 -2.16  0.245
13 H -0.45 1.08 -2.15  0.259
14 H 0.60 -0.35 -1.88  0.223
15 H 1.44 0.32 1.28  0.254
16 H 1.38 -1.58 1.81  0.236
17 H 0.14 -2.96 1.12  0.243
18 H -0.38 -2.51 -0.62  0.243
19 H -1.52 -2.42 0.68  0.260

(6)
The following is a DFT calculation (ωB97M-V/def2-TZVPD) of a 2-piece molecular cluster, C4H4FN overall.

The molar mass is 85.1 g mol⁻¹. As for the HOMO energy (alpha / beta): -0.4359 / -0.3635 hartree. The LUMO energy (alpha / beta) is -2.5 / -2.9 eV. The frontier orbital gap (alpha / beta) is 0.3457 / 0.2556 Ha.

Each line ends with the natural charge from an NBO analysis.
Atoms and positions in Å:
1 C -1.65 -0.77 -0.08  0.201
2 C 0.74 0.05 0.73  -0.441
3 C 0.96 -0.05 -0.71  -0.427
4 C -0.34 -0.35 -0.15  0.276
5 N -2.74 -1.12 0.10  -0.168
6 F -1.36 1.85 -0.09  -0.500
7 H 1.21 -0.71 1.40  0.250
8 H 0.72 1.06 1.19  0.290
9 H 0.94 0.83 -1.27  0.275
10 H 1.52 -0.80 -1.13  0.244

(7)
The following is a DFT calculation (ωB97M-V/def2-TZVPD) of C23H49AlClO11S as an isolated structure.

Its net charge is -1. The molar mass is 596.1 g mol⁻¹. As for the HOMO energy: -0.1721 hartree. The LUMO energy is 2.1 eV. The frontier orbital gap is 0.2492 Ha.

Each line ends with the Mulliken charge.
Atoms and positions in Å:
1 C -1.78 -2.47 3.11  -0.916
2 C -2.93 -1.82 2.14  0.130
3 C -3.13 -2.59 0.70  -0.244
4 Cl -3.95 -1.35 -0.44  -0.267
5 Al -1.40 -3.40 -0.09  0.192
6 C -0.99 -2.64 -1.97  -0.691
7 C -0.03 -1.30 -1.95  -0.280
8 C -0.54 -0.11 -0.94  0.879
9 C 0.65 0.83 -0.32  -0.657
10 S 2.11 -0.10 0.41  0.868
11 O 3.19 -0.20 -0.74  -0.527
12 O 1.80 -1.56 0.82  -0.351
13 O 2.85 0.81 1.68  -0.494
14 H -1.49 -3.59 2.84  0.172
15 H -0.83 -1.75 3.10  0.115
16 H -2.16 -2.47 4.22  0.292
17 H -3.97 -1.90 2.72  0.322
18 H -2.71 -0.66 2.05  -0.307
19 H -3.91 -3.46 0.88  0.428
20 H -0.20 -3.23 0.94  -0.205
21 H -1.65 -4.97 -0.24  -0.432
22 H -1.99 -2.50 -2.60  0.185
23 H -0.39 -3.50 -2.54  0.267
24 H -0.06 -0.87 -3.07  0.272
25 H 1.06 -1.67 -1.78  0.132
26 H -1.20 -0.47 -0.04  -0.589
27 H -1.23 0.61 -1.59  -0.199
28 H 1.04 1.67 -1.06  0.323
29 H 0.16 1.43 0.59  0.256
30 H 3.65 0.30 2.04  0.394
31 O 4.84 -0.58 3.48  -0.700
32 C 4.91 -1.80 3.42  0.785
33 O 4.78 -2.55 4.54  -0.367
34 C 4.67 -3.99 4.55  -0.387
35 C 6.04 -4.64 4.51  -0.913
36 C 5.23 -2.48 2.12  -0.538
37 H 4.01 -4.34 3.75  0.347
38 H 4.18 -4.25 5.49  0.310
39 H 6.58 -4.38 3.59  0.271
40 H 5.96 -5.72 4.57  0.349
41 H 6.66 -4.28 5.34  0.286
42 H 6.31 -2.46 1.96  0.269
43 H 4.73 -1.94 1.31  -0.013
44 H 4.88 -3.51 2.06  0.255
45 O -3.33 0.44 3.47  -0.581
46 C -3.97 1.42 3.10  0.711
47 O -5.18 1.70 3.64  -0.359
48 C -5.92 2.91 3.40  -0.507
49 C -6.73 2.81 2.13  -0.384
50 C -3.46 2.28 1.98  -0.560
51 H -5.26 3.78 3.42  0.373
52 H -6.60 3.02 4.25  0.301
53 H -6.09 2.68 1.25  -0.220
54 H -7.33 3.71 1.98  0.385
55 H -7.39 1.94 2.16  0.283
56 H -3.72 1.81 1.02  -0.102
57 H -2.37 2.36 2.06  0.258
58 H -3.84 3.30 1.99  0.377
59 O 6.77 -1.49 -3.28  -0.600
60 C 6.38 -0.35 -3.50  0.620
61 O 7.07 0.46 -4.33  -0.376
62 C 6.60 1.74 -4.80  -0.381
63 C 6.91 2.83 -3.78  -0.899
64 C 5.17 0.19 -2.79  -0.587
65 H 5.54 1.71 -5.06  0.367
66 H 7.15 1.95 -5.72  0.297
67 H 6.40 2.65 -2.83  0.260
68 H 6.61 3.81 -4.16  0.335
69 H 7.98 2.85 -3.56  0.288
70 H 5.46 0.54 -1.80  0.185
71 H 4.43 -0.61 -2.69  0.233
72 H 4.67 1.00 -3.33  0.280
73 O -2.83 2.22 -1.40  -0.536
74 C -3.82 2.30 -2.11  0.716
75 O -3.71 2.62 -3.42  -0.384
76 C -4.78 2.56 -4.38  -0.415
77 C -5.61 3.83 -4.33  -0.966
78 C -5.19 2.11 -1.53  -0.744
79 H -5.38 1.66 -4.24  0.360
80 H -4.32 2.48 -5.36  0.317
81 H -6.09 3.97 -3.35  0.269
82 H -6.40 3.80 -5.09  0.357
83 H -4.98 4.71 -4.50  0.296
84 H -5.51 3.05 -1.06  0.208
85 H -5.14 1.33 -0.77  0.141
86 H -5.94 1.79 -2.25  0.362

(8)
The following is a DFT calculation (ωB97M-V/def2-TZVPD) of C2H2FI3O as an isolated structure.

The molar mass is 441.7 g mol⁻¹. As for the HOMO energy: -0.3389 hartree. The LUMO energy is -0.4 eV. The frontier orbital gap is 0.3254 Ha.

Each line ends with the natural charge from an NBO analysis.
Atoms and positions in Å:
1 C -0.28 0.11 0.94  -0.594
2 C 0.09 -0.17 -0.50  0.481
3 O -0.41 0.74 -1.33  -0.694
4 F 1.58 -0.14 -0.57  -0.412
5 I 0.83 -1.12 2.29  0.209
6 I 0.02 2.20 1.34  0.177
7 I -0.45 -2.22 -1.04  0.074
8 H -1.34 -0.08 1.09  0.248
9 H -0.04 0.67 -2.22  0.512

(9)
The following is a DFT calculation (ωB97M-V/def2-TZVPD) of C8H25BrFe2O5 as an isolated structure.

Its spin multiplicity is 9. Its net charge is +2. The molar mass is 392.9 g mol⁻¹. As for the HOMO energy (alpha / beta): -0.5511 / -0.5489 hartree. The LUMO energy (alpha / beta) is -7.3 / -7.8 eV. The frontier orbital gap (alpha / beta) is 0.2834 / 0.2624 Ha.

Each line ends with the natural charge from an NBO analysis.
Atoms and positions in Å:
1 Fe 1.29 0.80 0.84  1.683
2 Fe -1.88 -1.10 2.13  1.531
3 O -0.50 -0.10 1.15  -1.293
4 H -1.11 0.47 0.65  0.491
5 Br -4.03 -0.22 0.86  -0.685
6 C 3.06 -3.04 0.34  -0.632
7 C 3.25 -1.56 0.09  -0.082
8 O 2.01 -0.93 -0.14  -0.802
9 H 2.32 -3.10 1.15  0.207
10 H 3.99 -3.47 0.69  0.259
11 H 2.62 -3.53 -0.53  0.220
12 H 3.93 -1.44 -0.75  0.203
13 H 3.72 -1.10 0.96  0.186
14 H 1.69 -1.19 -1.01  0.523
15 C -0.37 4.46 1.03  -0.634
16 C -0.60 3.23 1.91  -0.084
17 O 0.65 2.61 1.86  -0.808
18 H -0.03 4.23 0.02  0.200
19 H 0.36 5.12 1.49  0.222
20 H -1.33 4.93 0.82  0.248
21 H -1.40 2.62 1.49  0.195
22 H -0.88 3.54 2.91  0.213
23 H 1.22 3.14 2.42  0.521
24 C -0.56 -3.89 -0.69  -0.633
25 C -1.79 -3.03 -0.44  -0.072
26 O -1.96 -2.99 0.96  -0.802
27 H -0.63 -4.73 0.01  0.218
28 H 0.37 -3.35 -0.50  0.186
29 H -0.45 -4.25 -1.71  0.243
30 H -2.67 -3.47 -0.91  0.210
31 H -1.63 -2.05 -0.89  0.186
32 H -2.24 -3.86 1.25  0.517
33 C -1.45 2.43 -2.09  -0.659
34 C -0.47 1.28 -1.92  -0.084
35 O 0.57 1.60 -1.03  -0.812
36 H -1.96 2.27 -3.04  0.259
37 H -0.98 3.40 -2.23  0.223
38 H -2.18 2.52 -1.29  0.231
39 H 0.06 0.99 -2.83  0.194
40 H -1.03 0.38 -1.63  0.197
41 H 1.03 2.36 -1.39  0.515

(10)
The following is a DFT calculation (ωB97M-V/def2-TZVPD) of a 3-piece molecular cluster, C19H27N3O7S2 overall.

The molar mass is 473.6 g mol⁻¹. As for the HOMO energy: -0.3285 hartree. As for the SMILES: NC(=O)CCc1cccc2c1C(=O)N(N)C2=O.O=S1(=O)CCCC1.O=S1(=O)CCCC1. The LUMO energy is -0.6 eV. The frontier orbital gap is 0.3061 Ha.

Each line ends with the natural charge from an NBO analysis.
Atoms and positions in Å:
1 N 0.88 -0.03 -0.90  -0.850
2 C 0.43 1.32 -1.18  0.695
3 O 0.35 2.05 -0.21  -0.588
4 C 0.10 1.81 -2.65  -0.496
5 C -1.44 1.59 -3.06  -0.424
6 C -2.28 1.59 -1.76  0.036
7 C -2.71 2.85 -1.13  -0.189
8 C -3.49 2.81 0.10  -0.173
9 C -3.85 1.55 0.78  -0.186
10 C -3.42 0.33 0.15  -0.141
11 C -2.66 0.35 -1.12  -0.175
12 C -2.39 -1.14 -1.48  0.692
13 O -1.52 -1.65 -2.12  -0.485
14 N -3.48 -1.82 -0.78  -0.424
15 N -4.69 -1.68 -1.52  -0.651
16 C -3.60 -1.17 0.54  0.694
17 O -3.75 -1.70 1.59  -0.473
18 H 1.02 -0.55 -1.77  0.375
19 H 0.15 -0.51 -0.36  0.386
20 H 0.78 1.24 -3.34  0.238
21 H 0.29 2.91 -2.67  0.251
22 H -1.70 2.45 -3.73  0.228
23 H -1.51 0.64 -3.65  0.234
24 H -2.45 3.82 -1.60  0.234
25 H -3.80 3.76 0.57  0.227
26 H -4.41 1.51 1.73  0.240
27 H -4.54 -1.22 -2.42  0.361
28 H -5.42 -1.21 -0.99  0.361
29 O 1.21 -6.02 3.21  -0.943
30 S -0.15 -6.01 3.71  2.171
31 O -0.81 -7.22 4.15  -0.942
32 C -0.27 -4.78 4.99  -0.676
33 C -0.63 -3.49 4.24  -0.406
34 C -1.68 -3.89 3.21  -0.401
35 C -1.19 -5.17 2.51  -0.680
36 H 0.67 -4.71 5.53  0.253
37 H -1.08 -5.08 5.66  0.238
38 H -1.00 -2.73 4.92  0.224
39 H 0.26 -3.10 3.74  0.214
40 H -2.63 -4.10 3.71  0.210
41 H -1.86 -3.10 2.48  0.234
42 H -2.01 -5.82 2.23  0.255
43 H -0.58 -4.94 1.64  0.247
44 O 4.18 1.22 -2.62  -0.940
45 S 3.81 2.60 -2.42  2.171
46 O 2.64 3.18 -3.04  -0.954
47 C 3.76 2.92 -0.67  -0.680
48 C 5.18 3.34 -0.32  -0.406
49 C 5.63 4.27 -1.44  -0.401
50 C 5.25 3.62 -2.77  -0.680
51 H 3.43 2.03 -0.14  0.271
52 H 3.05 3.74 -0.50  0.245
53 H 5.23 3.82 0.66  0.227
54 H 5.83 2.46 -0.29  0.216
55 H 5.12 5.23 -1.34  0.209
56 H 6.71 4.47 -1.39  0.225
57 H 4.99 4.36 -3.52  0.251
58 H 6.04 2.97 -3.14  0.249